# 1
Molecular formula: C3H5N4
Method: DFT, the ωB97M-V functional and the def2-TZVPD basis

Total charge: +1
Structure (SMILES): C=N/N=C(/C)[N+]#N
Calculated total energy (a.u.): -335.92800
Orbital gap (alpha / beta) (eV): 8.25 / 8.25
HOMO (alpha / beta) (eV): -14.495 / -14.497
LUMO (alpha / beta) (Eh): -0.2295 / -0.2295
Molecular weight (g mol⁻¹): 97.10

Geometry as XYZ:
```
12
Properties=species:S:1:pos:R:3:forces:R:3
C 2.6104 0.2659 -0.2387 -1.7 -0.3 0.4
N 1.4555 0.3950 0.2703 0.5 -0.4 0.6
N 0.2736 0.6012 -0.0635 -0.6 0.2 0.1
C -0.7871 -0.1710 0.1063 2.2 2.2 -0.5
C -2.0859 0.4282 -0.0538 0.8 1.0 -3.0
N -0.5039 -1.4061 0.4690 1.1 -2.5 1.9
N -0.0078 -2.2799 0.9484 -0.6 0.3 -0.7
H 3.4335 0.2371 0.4472 0.5 0.1 -0.1
H 2.5893 0.0758 -1.2872 0.9 0.0 -0.8
H -1.9738 1.4505 0.2398 -0.5 0.4 0.9
H -2.8561 -0.1463 0.3143 -1.9 -0.8 1.0
H -2.1477 0.5496 -1.1520 -0.8 -0.3 0.3
```
Forces are in eV/Å.

***

# 2
Molecular formula: C6H8N2
Method: DFT, the ωB97M-V functional and the def2-TZVPD basis

Structure (SMILES): C1=CN2C[C@@H]2C=NC1
Calculated total energy (a.u.): -342.63047
Orbital gap (eV): 8.99
HOMO (eV): -8.223
LUMO (Eh): 0.0281
Molecular weight (g mol⁻¹): 108.14

Geometry as XYZ:
```
16
Properties=species:S:1:pos:R:3:forces:R:3
C 1.1159 0.9821 0.4079 -1.6 1.4 0.8
C 0.0437 1.3092 -0.4658 0.9 -1.0 2.7
N -1.0478 0.7027 0.2029 -0.9 -0.7 -0.3
C -2.3318 0.0073 0.1789 -1.6 0.0 0.4
C -1.1689 -0.7840 -0.2294 2.8 -0.9 0.9
C 0.2008 -1.3102 0.2819 -2.7 1.3 2.0
N 1.0102 -0.8078 -0.5566 3.7 -0.9 0.0
C 2.1722 -0.0204 0.1041 1.9 -1.0 -2.2
H 0.6933 0.8133 1.4730 1.0 0.6 -2.0
H 0.1532 1.3343 -1.5290 -0.2 0.4 -0.5
H -2.9955 0.0166 -0.6866 -0.2 0.7 0.0
H -2.9733 -0.0531 1.1356 1.6 0.1 -1.2
H -1.0189 -0.9830 -1.2803 -0.9 0.5 -0.6
H 0.4149 -1.0951 1.3602 -0.4 -1.3 -0.5
H 3.0957 0.1470 -0.5999 -2.3 0.1 0.7
H 2.7024 -0.5486 0.9376 -1.2 0.6 -0.1
```
Forces are in eV/Å.

***

# 3
Molecular formula: C5H10O2
Method: DFT, the ωB97M-V functional and the def2-TZVPD basis

Calculated total energy (a.u.): -346.78722
Orbital gap (eV): 8.46
HOMO (eV): -7.846
LUMO (Eh): 0.0226
Molecular weight (g mol⁻¹): 102.13

Geometry as XYZ:
```
17
Properties=species:S:1:pos:R:3:forces:R:3
C -2.5101 -0.0125 -0.6149 -0.3 0.1 0.0
O -1.1765 -0.4056 -0.3820 0.1 0.0 -0.1
C -0.3801 0.6983 0.0281 0.1 0.2 0.0
C 1.0759 0.3419 0.0227 -0.1 -0.1 -0.2
C 1.8634 0.5569 1.8093 0.2 -0.3 0.2
C 1.6048 -0.7733 -0.5426 0.2 0.2 0.2
O 0.9427 -1.7265 -1.1794 -0.2 0.1 0.0
H -2.9654 0.3715 0.3081 0.0 -0.1 -0.1
H -3.0616 -0.8885 -0.9591 0.0 0.1 0.1
H -2.5480 0.7750 -1.3815 -0.1 -0.1 0.1
H -0.5611 1.5425 -0.6549 0.0 -0.1 0.1
H -0.6768 1.0143 1.0391 0.0 0.0 -0.2
H 1.7230 1.1877 0.3407 0.1 -0.2 -0.2
H 2.8028 0.0189 1.5676 -0.1 0.1 0.3
H 1.2074 -0.2236 2.2352 0.1 0.1 -0.1
H 2.6689 -0.9926 -0.4832 -0.2 0.2 0.0
H -0.0094 -1.4843 -1.1532 0.1 -0.1 0.0
```
Forces are in eV/Å.

***

# 4
Molecular formula: C11H9FOS
Method: DFT, the ωB97M-V functional and the def2-TZVPD basis

Calculated total energy (a.u.): -997.65338
Orbital gap (alpha / beta) (eV): 7.95 / 6.41
HOMO (alpha / beta) (eV): -8.526 / -7.341
LUMO (alpha / beta) (Eh): -0.0212 / -0.0341
Molecular weight (g mol⁻¹): 208.26

Geometry as XYZ:
```
23
Properties=species:S:1:pos:R:3:forces:R:3
C -2.4489 -0.2304 1.5187 -1.3 -1.7 1.2
C -3.6433 -0.7549 1.1645 -0.6 0.2 0.6
C -2.4863 0.5120 -0.6517 -1.2 -0.7 1.3
C -1.7540 0.4550 0.5345 0.2 0.6 -0.8
C 1.9519 1.1580 1.1184 2.9 0.5 -0.8
C 2.3388 -0.0759 0.7898 1.6 0.1 -1.0
C 0.5665 1.5063 1.1907 0.3 0.7 0.5
C -0.4782 0.8493 0.8650 -0.7 -1.1 -1.9
C 1.3517 -1.1758 0.7544 1.0 -0.1 2.2
C 0.5404 -1.4695 -0.3207 -2.9 -0.3 -2.4
C 0.3725 -0.8846 -1.6959 -0.5 -2.7 -0.7
O 1.2406 -1.8167 1.8060 0.0 -0.4 0.2
F -0.5015 -2.2782 -0.0326 0.7 -0.2 0.0
S -4.0588 -0.2858 -0.4316 1.4 0.6 -0.5
H -1.9863 -0.4106 2.4477 0.3 -0.2 1.1
H -4.3500 -1.3138 1.8093 0.7 0.4 -0.7
H -2.2307 1.0680 -1.5025 0.1 0.5 -1.1
H 2.7372 2.0119 1.1833 -1.6 -1.6 0.1
H 3.4022 -0.3625 0.5470 -1.2 0.5 0.6
H 0.4044 2.4794 1.5400 -0.4 1.7 0.7
H 0.6805 -1.5389 -2.6540 -0.6 1.1 2.4
H 0.9707 -0.0447 -1.6591 1.1 2.1 -0.6
H -0.7133 -0.6429 -1.7741 0.8 0.0 -0.2
```
Forces are in eV/Å.

***

# 5
Molecular formula: C34H34N6SbSr
Method: DFT, the ωB97M-V functional and the def2-TZVPD basis

Total charge: +1
Calculated total energy (a.u.): -1915.38785
Orbital gap (eV): 6.31
HOMO (eV): -8.688
LUMO (Eh): -0.0872
Molecular weight (g mol⁻¹): 736.07

Geometry as XYZ:
```
76
Properties=species:S:1:pos:R:3:forces:R:3
Sr -1.2876 -0.4989 0.6054 -1.0 0.0 -0.1
C -1.0921 1.5628 -2.8623 0.0 0.0 0.1
C 0.0353 0.5955 -2.6588 0.1 0.0 -0.4
C 0.8743 0.2421 -3.7150 -0.2 0.1 0.1
C 1.9006 -0.6501 -3.4853 0.0 -0.1 0.2
C 2.0861 -1.1512 -2.2019 0.1 0.0 -0.2
C 1.2341 -0.7459 -1.1887 0.3 0.1 -0.2
N 0.2232 0.0978 -1.4355 -0.2 -0.2 0.6
Sb 1.6768 -1.7502 0.7169 0.8 -0.4 -0.1
C 1.4481 -0.2398 2.2567 0.0 0.3 0.2
C 2.5319 0.0372 3.0715 0.1 0.1 0.1
C 2.3337 0.7851 4.2283 0.0 0.0 -0.1
C 1.0683 1.2375 4.5345 -0.1 0.0 -0.1
C 0.0185 0.9410 3.6672 0.0 0.2 0.1
C -1.3684 1.4441 3.9400 0.0 0.0 0.0
N 0.2158 0.2181 2.5634 0.1 -0.2 -0.2
C 3.8131 -1.3863 0.4869 -0.8 -0.3 0.1
C 4.7103 -2.4218 0.6829 0.2 0.1 0.0
C 6.0589 -2.1245 0.5217 0.0 0.0 0.0
C 6.4254 -0.8360 0.1787 0.1 0.0 0.0
C 5.4446 0.1380 0.0021 -0.2 0.0 0.0
C 5.7801 1.5457 -0.3841 0.0 0.0 0.0
N 4.1461 -0.1472 0.1599 0.3 0.1 0.0
H -1.4235 1.5680 -3.8987 0.0 0.0 0.0
H -0.7676 2.5737 -2.6056 0.0 0.0 0.0
H -1.9358 1.3184 -2.2177 0.0 0.0 0.0
H 0.7009 0.6594 -4.6973 0.0 0.0 0.0
H 2.5564 -0.9586 -4.2889 0.0 0.0 0.0
H 2.8971 -1.8425 -2.0102 0.0 0.0 0.0
H 3.5218 -0.3193 2.8259 0.0 0.0 0.0
H 3.1693 1.0014 4.8813 0.0 0.0 0.0
H 0.8770 1.8115 5.4307 0.0 0.0 0.0
H -1.6187 1.3388 4.9947 0.0 0.0 0.0
H -2.1108 0.9037 3.3527 0.0 0.0 0.0
H -1.4465 2.5032 3.6861 0.0 0.0 0.0
H 4.3805 -3.4166 0.9490 0.0 0.0 0.0
H 6.8091 -2.8920 0.6624 0.0 0.0 0.0
H 7.4667 -0.5748 0.0463 0.0 0.0 0.0
H 6.8509 1.7308 -0.3283 0.0 0.0 0.0
H 5.2603 2.2474 0.2672 0.0 0.0 0.0
H 5.4470 1.7417 -1.4045 0.0 0.0 0.0
C -6.8763 -1.2982 -0.9758 0.0 0.0 0.0
C -6.3848 -0.6010 0.1197 0.0 0.0 0.0
C -5.1469 -0.9076 0.6615 0.0 0.0 0.0
C -4.3352 -1.9271 0.1233 -0.1 -0.1 -0.1
C -4.8717 -2.6535 -0.9620 0.1 0.0 0.1
C -6.1079 -2.3342 -1.4950 -0.1 0.0 0.0
N -3.1153 -2.1614 0.7048 0.3 0.0 0.1
C -2.2683 -3.1790 0.2420 0.1 0.4 -0.1
C -1.6603 -3.1334 -1.0349 -0.2 0.1 0.2
C -0.6428 -4.0059 -1.3831 0.2 -0.2 -0.1
C -0.1884 -4.9570 -0.4753 -0.1 0.2 -0.2
C -0.7738 -5.0147 0.7800 -0.1 0.0 0.2
C -1.7949 -4.1431 1.1403 0.2 -0.1 -0.1
H -7.8478 -1.0668 -1.3897 0.0 0.0 0.0
H -6.9885 0.1748 0.5785 0.0 0.0 0.0
H -4.8001 -0.3952 1.5550 0.0 0.0 0.0
H -4.3086 -3.4822 -1.3726 0.0 0.0 0.0
H -6.4868 -2.9152 -2.3272 0.0 0.0 0.0
H -2.0350 -2.4192 -1.7655 0.0 0.0 0.0
H -0.2087 -3.9488 -2.3748 0.0 0.0 0.0
H 0.6005 -5.6463 -0.7437 0.0 0.0 0.0
H -0.4342 -5.7566 1.4925 0.0 0.0 0.0
H -2.2561 -4.1928 2.1183 0.0 0.0 0.0
C -5.1365 4.0083 -0.5577 0.0 0.0 0.0
N -3.8813 3.3750 -0.1813 -0.1 0.0 0.0
C -2.7045 4.0097 0.1276 0.1 0.0 0.0
C -1.8276 3.0252 0.4661 0.0 0.0 0.1
N -2.4534 1.8009 0.3903 -0.1 0.0 -0.1
C -3.6898 2.0578 -0.0041 0.1 0.0 0.0
H -4.9341 4.8582 -1.2046 0.0 0.0 0.0
H -5.6744 4.3457 0.3264 0.0 0.0 0.0
H -5.7470 3.2896 -1.0984 0.0 0.0 0.0
H -2.5997 5.0788 0.0719 0.0 0.0 0.0
H -0.7931 3.1209 0.7532 0.0 0.0 0.0
H -4.4650 1.3241 -0.1741 0.0 0.0 0.0
```
Forces are in eV/Å.

***

# 6
Molecular formula: C18H15N3O3
Method: DFT, the ωB97M-V functional and the def2-TZVPD basis

Calculated total energy (a.u.): -1084.92726
Orbital gap (eV): 6.87
HOMO (eV): -8.199
LUMO (Eh): -0.0490
Molecular weight (g mol⁻¹): 321.34

Geometry as XYZ:
```
39
Properties=species:S:1:pos:R:3:forces:R:3
C -1.3805 -3.1423 1.7878 -0.7 -0.7 0.3
C -0.2273 -2.4418 2.4138 2.1 0.1 -0.8
N 0.0775 -1.1645 2.0348 -0.9 -1.3 1.0
C 1.3680 -0.5863 1.9660 0.7 1.0 -0.3
C 2.6150 -1.1834 1.9040 0.2 -0.1 0.0
C 3.7403 -0.3607 1.7030 -0.4 0.0 0.1
C 3.6206 1.0309 1.5803 -0.5 0.1 0.2
C 2.3516 1.6239 1.6150 0.1 -0.2 0.1
C 1.2337 0.8044 1.7610 1.0 -0.4 0.2
C -0.1618 1.1097 1.7109 -1.1 -0.6 0.3
C -0.8706 -0.1214 1.8534 0.6 1.5 -0.2
C -2.2430 -0.1348 1.8506 -0.8 -0.2 -0.1
C -2.9311 1.0860 1.6927 0.7 0.2 0.0
C -2.2270 2.3006 1.5816 -0.2 -0.2 0.1
C -0.8290 2.3169 1.5988 -0.3 -0.1 0.0
H -1.1049 -4.1984 1.6073 0.0 0.6 0.0
H -2.2759 -3.2411 2.4414 0.6 0.2 -0.2
H -1.6598 -2.6479 0.8465 0.2 -0.2 0.3
H 0.6795 -3.0474 2.6525 -1.0 0.7 -0.2
H 2.6900 -2.2700 1.9814 0.3 0.3 0.0
H 4.7300 -0.7980 1.6420 -0.1 -0.1 0.0
H 4.5077 1.6631 1.4672 -0.3 -0.4 0.0
H 2.2081 2.7080 1.5494 0.2 -0.4 -0.1
H -2.7698 -1.0851 1.9419 -0.1 0.5 0.1
H -4.0169 1.1005 1.6606 0.2 -0.1 0.1
H -2.7797 3.2444 1.4960 0.2 -0.5 0.0
H -0.2608 3.2478 1.5559 -0.3 -0.2 -0.1
C -0.8444 -2.6800 4.7619 0.0 1.7 -1.1
C -1.4410 -3.9292 4.9712 -1.5 -2.0 -0.5
O -2.3579 -4.4289 4.2746 1.2 0.6 0.9
N -0.9388 -4.6959 6.0510 0.0 -0.2 0.3
C -0.1119 -4.2345 7.0833 -0.4 0.0 -0.6
O 0.2096 -4.9112 8.0413 -0.2 0.4 -0.5
N 0.2862 -2.9244 6.8830 0.0 0.5 -0.2
C -0.0654 -2.0640 5.7996 0.6 0.6 0.1
O 0.2951 -0.8823 5.7940 -0.2 -1.3 0.3
H -1.3456 -1.9682 4.0854 -0.2 -0.3 1.1
H -1.3702 -5.6123 6.2065 0.3 0.6 -0.2
H 0.7855 -2.4927 7.6468 0.1 0.0 -0.1
```
Forces are in eV/Å.

***

The calculation returns the following strongest force on any atom values, one per record and in order: 3.3 3.8 0.4 3.8 1.0 2.6 eV/A.
The calculation returns the following relative energy (zero: lowest compared OMol25 entry of this formula, charge and spin) values, one per record and in order: 380.11 796.75 625.44 0.00 56.40 53.17 kJ/mol.